18
Properties=species:S:1:pos:R:3:forces:R:3 method="wB97M-V/def2-TZVPD" spin_multiplicity=2 homo_lumo_gap_ev="11.34 / 5.38" total_charge=+1
C -0.916705 0.357212 -0.294898 -1.23 -1.20 -0.97
O -0.476068 1.066633 -1.328831 1.25 -0.51 0.29
C -0.486791 0.865585 1.230769 1.09 2.14 0.23
C 1.027820 1.141850 1.392838 -1.10 -1.12 -0.59
H -0.641671 -0.696222 -0.341825 0.51 0.16 -0.32
H -2.021135 0.449928 -0.238569 0.11 0.33 0.70
H -0.741602 1.990773 -1.335737 -0.59 0.55 -0.03
H -0.959851 0.114057 1.850943 -0.05 -0.06 0.04
H -0.922790 1.865845 1.232588 -0.82 -0.42 0.44
H 1.596528 0.807498 0.524797 0.25 -0.08 0.12
H 1.346068 0.575852 2.264018 0.31 0.13 0.09
H 1.151633 2.215340 1.476007 0.22 0.06 0.18
H 0.269204 -3.085939 0.566984 -0.40 -0.59 0.34
H 1.180748 -2.009849 0.883025 0.10 -0.14 0.76
O 0.523387 -2.566117 1.340884 0.33 0.79 -1.22
H -0.654421 -0.639054 -3.019253 0.34 -0.74 -0.34
H 0.795665 -1.031614 -3.137829 0.68 0.06 -0.23
O -0.070019 -1.421777 -3.065911 -0.98 0.64 0.51